Entry 1:
# C4H8N2O2

C4H8N2O2 in the gas phase in a non-equilibrium geometry (ωB97M-V/def2-TZVPD, the OMol25 dataset).

Each line ends with the Löwdin charge.
Geometry (Å):
O (2.023, 0.114, -1.835)  0.080
O (0.449, -0.039, 1.814)  -0.014
N (-1.117, -1.472, 2.168)  0.126
N (-0.877, -0.459, 0.022)  0.112
C (1.383, 0.461, -0.903)  -0.194
C (-0.568, -0.519, 1.298)  -0.632
C (-0.177, 0.271, -1.187)  -0.252
C (-0.686, 1.627, -1.446)  -0.082
H (-1.778, -0.863, -0.239)  0.138
H (-1.819, -2.105, 1.879)  0.067
H (-0.779, 2.231, -0.565)  0.077
H (-1.767, 1.512, -1.849)  0.116
H (-0.311, -0.439, -2.062)  0.158
H (-0.020, 2.194, -2.089)  0.086
H (-0.749, -1.383, 3.134)  0.123
H (1.698, 0.728, 0.048)  0.093

Results
gap between HOMO and LUMO: 10.06 eV
SMILES string: C[C@@H](C=O)NC(N)=O
E_HOMO: -9.387 eV
energy above the lowest of the compared OMol25 structures with the same formula, charge and spin: 49.46 kcal per mole


Entry 2:
# C4H8N2O2

C4H8N2O2 in the gas phase in a non-equilibrium geometry (ωB97M-V/def2-TZVPD, the OMol25 dataset).

Each line ends with the Löwdin charge.
Geometry (Å):
O (-0.313, 0.577, 2.294)  0.031
O (1.793, -0.518, 1.655)  0.011
N (-1.581, -1.257, 0.946)  -0.063
N (0.636, 0.983, -2.267)  0.028
C (0.533, 0.134, 1.495)  -0.397
C (0.939, 0.750, -1.001)  -0.206
C (0.123, 0.246, -0.030)  -0.223
C (-1.289, -0.068, 0.102)  -0.286
H (1.330, 1.091, -3.060)  0.127
H (-1.628, -1.117, 2.024)  0.105
H (1.997, -1.076, 0.771)  0.175
H (2.122, 0.925, -0.900)  0.171
H (-0.823, -2.031, 0.896)  0.103
H (-1.985, -0.470, -0.828)  0.158
H (-0.300, 0.885, -2.706)  0.116
H (-1.554, 0.947, 0.609)  0.152

Results
gap between HOMO and LUMO: 8.67 eV
SMILES string: N/C=C(\CN)C(=O)O
E_HOMO: -8.205 eV
energy above the lowest of the compared OMol25 structures with the same formula, charge and spin: 101.33 kcal per mole


Entry 3:
# C4H8N2O2

A molecular structure, C4H8N2O2 in a non-equilibrium geometry (ωB97M-V/def2-TZVPD, the OMol25 dataset).

Each line ends with the Löwdin charge.
Geometry (Å):
O (2.393, -0.382, -0.785)  -0.088
O (1.575, 2.016, -0.053)  0.045
N (-1.858, -0.653, -0.525)  -0.089
N (1.011, -0.244, -0.271)  -0.182
C (-1.867, 0.689, -0.178)  -0.276
C (0.713, 1.144, -0.091)  -0.374
C (-0.820, 1.521, 0.103)  -0.008
C (0.804, -1.223, 0.731)  -0.086
H (-0.927, 2.431, 0.538)  0.049
H (0.933, -0.895, 1.853)  0.131
H (-2.384, -1.116, -1.565)  0.201
H (2.882, 0.569, -0.588)  0.168
H (1.578, -2.147, 0.457)  0.164
H (-2.864, 1.269, -0.055)  0.127
H (-0.761, -1.370, -0.206)  0.122
H (-0.409, -1.610, 0.637)  0.096

Results
gap between HOMO and LUMO: 9.29 eV
E_HOMO: -8.660 eV
energy above the lowest of the compared OMol25 structures with the same formula, charge and spin: 184.29 kcal per mole


Entry 4:
# C4H8N2O2

C4H8N2O2 in the gas phase in a non-equilibrium geometry (ωB97M-V/def2-TZVPD, the OMol25 dataset).

Each line ends with the Löwdin charge.
Geometry (Å):
O (-0.170, 2.320, -0.196)  0.082
O (-3.383, 0.356, -0.100)  -0.026
N (1.386, 0.586, 0.439)  -0.022
N (-2.306, 0.931, -0.127)  -0.023
C (-0.039, 1.030, 0.061)  -0.309
C (-1.088, -1.389, 0.240)  -0.058
C (-0.957, 0.068, 0.038)  -0.185
C (2.165, -0.393, -0.276)  -0.123
H (2.552, -0.006, -1.226)  0.080
H (-1.350, -1.632, 1.274)  0.089
H (1.563, -1.273, -0.479)  0.055
H (-0.243, -2.019, -0.039)  0.061
H (-1.145, 2.464, -0.276)  0.111
H (1.907, 1.424, 0.679)  0.106
H (-1.924, -1.786, -0.339)  0.077
H (3.032, -0.681, 0.327)  0.084

Results
gap between HOMO and LUMO (spin up / spin down): 8.69 / 8.69 eV
SMILES string: CN/C(O)=C(\C)N=O
E_HOMO (spin up / spin down): -8.650 / -8.650 eV
energy above the lowest of the compared OMol25 structures with the same formula, charge and spin: 111.41 kcal per mole


Entry 5:
# C4H8N2O3

C4H8N2O3 in the gas phase in a non-equilibrium geometry (ωB97M-V/def2-TZVPD, the OMol25 dataset).

Each line ends with the Löwdin charge.
Geometry (Å):
O (-0.432, -1.750, -0.396)  0.053
O (-0.755, 0.973, 2.336)  0.106
O (0.536, -0.926, 2.165)  0.087
N (-1.970, -0.761, -1.678)  0.166
N (1.940, -0.031, 0.235)  0.057
C (-0.915, -0.717, -0.870)  -0.548
C (-0.332, 0.684, -0.669)  -0.030
C (0.085, 0.319, 1.740)  -0.479
C (0.738, 0.701, 0.510)  -0.340
H (2.275, 0.048, -0.708)  0.094
H (2.533, 0.369, 0.956)  0.107
H (1.226, -1.224, 1.561)  0.073
H (0.271, 0.830, -1.601)  0.139
H (-1.238, 1.273, -0.418)  0.136
H (-2.466, 0.045, -1.993)  0.104
H (-2.444, -1.638, -1.638)  0.113
H (0.947, 1.806, 0.468)  0.162

Results
gap between HOMO and LUMO: 10.22 eV
SMILES string: NC(=O)C[C@H](N)C(=O)O
E_HOMO: -9.684 eV
energy above the lowest of the compared OMol25 structures with the same formula, charge and spin: 25.00 kcal per mole


Entry 6:
# C4H8N2O3

2 unconnected molecules or ions with the total composition C4H8N2O3 in a non-equilibrium geometry (ωB97M-V/def2-TZVPD, the OMol25 dataset).

Each line ends with the Löwdin charge.
Geometry (Å):
O (0.130, 1.488, -2.252)  0.068
O (-1.282, -0.003, -0.354)  0.068
O (1.940, 1.313, 0.689)  0.002
N (0.038, 2.528, 0.313)  0.175
N (0.343, -0.675, 1.103)  0.103
C (0.652, 0.844, -1.382)  -0.189
C (-1.059, -2.352, -0.041)  -0.001
C (0.854, 1.460, 0.149)  -0.512
C (-0.635, -0.916, 0.134)  -0.524
H (-1.222, -2.556, -1.097)  0.088
H (0.236, -1.105, 2.012)  0.111
H (1.324, -0.015, -1.576)  0.133
H (-0.671, 2.672, -0.395)  0.103
H (1.342, -0.488, 1.031)  0.091
H (-2.020, -2.476, 0.461)  0.091
H (-0.341, -3.050, 0.381)  0.076
H (0.370, 3.333, 0.822)  0.118

Results
gap between HOMO and LUMO: 9.79 eV
SMILES string: NC(=O)C=O.CC(N)=O
E_HOMO: -9.210 eV
energy above the lowest of the compared OMol25 structures with the same formula, charge and spin: 64.79 kcal per mole


Entry 7:
# C4H8N2O3P

A gas-phase ion, C4H8N2O3P (charge -1) in a non-equilibrium geometry (ωB97M-V/def2-TZVPD, the OMol25 dataset).

Each line ends with the Löwdin charge.
Geometry (Å):
P (-1.496, -0.613, -3.376)  0.086
O (-1.174, 0.330, -4.513)  -0.281
O (-1.112, -2.036, -3.594)  -0.278
O (-2.779, -0.302, -2.593)  -0.289
N (-0.301, -0.349, -2.062)  -0.036
N (0.540, 0.078, 0.462)  -0.328
C (0.513, -1.227, -0.091)  -0.186
C (-0.806, 0.530, 0.850)  -0.038
C (1.301, 1.048, -0.244)  -0.003
C (-0.023, -1.338, -1.323)  -0.371
H (-0.272, -2.353, -1.558)  0.093
H (-1.215, 1.219, -0.003)  0.133
H (0.404, -2.087, 0.521)  0.071
H (2.389, 0.781, -0.300)  0.064
H (-0.782, 1.211, 1.709)  0.080
H (1.093, 0.061, 1.380)  0.178
H (-1.375, -0.313, 1.066)  0.070
H (0.607, 1.298, -1.046)  0.034

Results
gap between HOMO and LUMO (spin up / spin down): 5.06 / 5.84 eV
E_HOMO (spin up / spin down): -3.461 / -3.182 eV
energy above the lowest of the compared OMol25 structures with the same formula, charge and spin: 172.63 kcal per mole
net charge: -1


Entry 8:
# C4H8N2O3S

C4H8N2O3S in the gas phase in a non-equilibrium geometry (ωB97M-V/def2-TZVPD, the OMol25 dataset).

Each line ends with the Löwdin charge.
Geometry (Å):
S (-1.285, 0.938, -0.355)  0.726
O (0.224, -0.977, -1.837)  0.045
O (-1.738, 1.797, 0.740)  -0.319
O (-2.303, 0.004, -0.889)  -0.309
N (1.551, -1.631, -0.043)  0.102
N (0.147, 0.142, 0.174)  -0.113
C (-0.942, 2.050, -1.696)  -0.097
C (0.684, -0.753, -0.699)  -0.523
C (0.274, -0.464, 1.493)  -0.164
C (1.403, -1.445, 1.404)  -0.149
H (-0.414, 2.824, -1.293)  0.037
H (-1.870, 2.427, -2.078)  0.084
H (1.486, -2.538, -0.374)  0.113
H (0.501, 0.306, 2.245)  0.123
H (-0.434, 1.543, -2.440)  0.043
H (-0.772, -0.819, 1.837)  0.159
H (1.173, -2.349, 1.992)  0.132
H (2.314, -1.055, 1.821)  0.108

Results
gap between HOMO and LUMO: 10.92 eV
SMILES string: CS(=O)(=O)N1CCNC1=O
E_HOMO: -10.281 eV
energy above the lowest of the compared OMol25 structures with the same formula, charge and spin: 14.47 kcal per mole


Entry 9:
# C4H8N2OP

2 unconnected molecules or ions with the total composition C4H8N2OP in a non-equilibrium geometry (ωB97M-V/def2-TZVPD, the OMol25 dataset).

Each line ends with the Löwdin charge.
Geometry (Å):
P (1.001, -4.413, -1.099)  0.707
O (1.947, -3.354, -0.878)  -0.675
N (-0.545, -1.349, -0.387)  0.091
N (-0.639, 1.013, 0.215)  -0.014
C (0.417, 2.092, -0.026)  0.017
C (-0.915, -0.116, -0.878)  -0.117
C (-0.065, -1.203, 0.828)  -0.133
C (-0.140, 0.077, 1.337)  0.069
H (0.541, -1.956, 1.353)  0.134
H (-1.993, -0.282, -1.096)  0.158
H (0.932, 2.569, 0.865)  0.128
H (1.265, 1.817, -0.548)  0.071
H (0.001, 2.986, -0.552)  0.120
H (-0.448, 0.100, -1.867)  0.161
H (0.091, 0.550, 2.345)  0.162
H (-1.450, 1.469, 0.389)  0.121

Results
gap between HOMO and LUMO (spin up / spin down): 10.73 / 4.11 eV
E_HOMO (spin up / spin down): -13.883 / -10.020 eV
energy above the lowest of the compared OMol25 structures with the same formula, charge and spin: 84.50 kcal per mole
net charge: +1


Entry 10:
# C4H8N2OS

A molecular structure, C4H8N2OS in a non-equilibrium geometry (ωB97M-V/def2-TZVPD, the OMol25 dataset).

Each line ends with the Löwdin charge.
Geometry (Å):
S (-1.063, -2.019, 0.951)  0.954
O (-0.700, 0.530, 1.059)  -0.263
N (-1.613, -2.010, -0.605)  -0.265
N (0.602, 0.730, -1.203)  -0.008
C (-0.670, -1.432, -1.355)  -0.214
C (0.242, 1.566, 1.485)  -0.056
C (-0.024, -0.672, 0.774)  -0.626
C (0.442, -0.611, -0.794)  -0.425
H (-0.160, 1.173, -0.512)  0.102
H (1.021, 1.790, 0.718)  0.098
H (-0.686, -1.449, -2.360)  0.065
H (-0.398, 2.436, 1.490)  0.100
H (0.845, -0.530, 1.407)  0.107
H (0.533, 1.152, 2.388)  0.071
H (0.248, 0.595, -2.364)  0.187
H (1.380, -1.250, -1.080)  0.172

Results
gap between HOMO and LUMO: 9.30 eV
E_HOMO: -8.599 eV
energy above the lowest of the compared OMol25 structures with the same formula, charge and spin: 96.34 kcal per mole


Entry 11:
# C4H8N2OS

C4H8N2OS in the gas phase in a non-equilibrium geometry (ωB97M-V/def2-TZVPD, the OMol25 dataset).

Each line ends with the Löwdin charge.
Geometry (Å):
S (-3.678, 0.293, -0.182)  0.497
O (-0.884, 1.021, -0.493)  -0.149
N (1.993, -0.205, -0.925)  0.021
N (-1.028, -0.394, -0.334)  -0.181
C (-2.274, -0.743, -0.229)  -0.649
C (1.138, 0.122, 0.331)  -0.324
C (0.099, -1.018, 0.470)  -0.077
C (0.260, 1.429, 0.332)  -0.084
H (-0.096, 1.478, 1.391)  0.132
H (2.879, 0.283, -0.825)  0.049
H (0.488, -1.988, -0.031)  0.152
H (1.414, 0.191, -1.788)  0.129
H (1.678, 0.191, 1.277)  0.126
H (0.500, 2.333, -0.146)  0.112
H (-2.397, -1.871, -0.447)  0.104
H (-0.090, -1.122, 1.600)  0.143

Results
gap between HOMO and LUMO: 8.49 eV
SMILES string: N[C@H]1CON(C=S)C1
E_HOMO: -7.953 eV
energy above the lowest of the compared OMol25 structures with the same formula, charge and spin: 89.52 kcal per mole


Entry 12:
# C4H8N2OS

C4H8N2OS in the gas phase in a non-equilibrium geometry (ωB97M-V/def2-TZVPD, the OMol25 dataset).

Each line ends with the Löwdin charge.
Geometry (Å):
S (0.345, 1.397, 1.226)  0.940
O (0.704, -1.070, 1.772)  -0.072
N (-0.487, 0.219, 0.303)  -0.373
N (0.006, -1.992, -0.266)  0.165
C (0.132, -1.019, 0.520)  -0.559
C (-0.984, 0.517, -1.053)  -0.253
C (0.559, 0.141, 2.514)  -0.415
C (0.145, 0.760, -2.067)  -0.085
H (0.488, -2.798, 0.141)  0.070
H (0.641, 1.690, -1.881)  0.053
H (1.438, 0.354, 3.152)  0.101
H (-1.630, 1.380, -0.996)  0.104
H (0.814, -0.108, -2.017)  0.071
H (-1.573, -0.313, -1.354)  0.096
H (-0.369, 0.076, 3.090)  0.087
H (-0.230, 0.767, -3.082)  0.070

Results
gap between HOMO and LUMO: 8.94 eV
SMILES string: [H]/N=C1\OCSN1CC
E_HOMO: -8.282 eV
energy above the lowest of the compared OMol25 structures with the same formula, charge and spin: 23.96 kcal per mole


Entry 13:
# C4H8N2OS

C4H8N2OS in the gas phase in a non-equilibrium geometry (ωB97M-V/def2-TZVPD, the OMol25 dataset).

Each line ends with the Löwdin charge.
Geometry (Å):
S (1.958, -1.584, 0.095)  0.919
O (-0.561, -1.023, -0.619)  -0.245
N (2.646, -0.199, -0.639)  -0.287
N (-0.401, 1.553, 0.019)  0.038
C (0.674, 0.734, 0.565)  -0.305
C (-1.966, -1.213, -0.255)  -0.065
C (1.957, 0.837, -0.383)  -0.218
C (0.352, -0.811, 0.425)  -0.594
H (2.340, 1.751, -0.827)  0.104
H (-0.678, 1.195, -0.889)  0.080
H (-2.125, -1.851, 0.631)  0.087
H (-0.065, -1.263, 1.330)  0.106
H (-0.106, 2.494, -0.049)  0.059
H (0.860, 0.954, 1.632)  0.144
H (-2.609, -1.399, -1.129)  0.091
H (-2.276, -0.174, 0.093)  0.087

Results
gap between HOMO and LUMO: 9.53 eV
SMILES string: CO[C@H]1SN=C[C@H]1N
E_HOMO: -8.678 eV
energy above the lowest of the compared OMol25 structures with the same formula, charge and spin: 44.39 kcal per mole


Entry 14:
# C4H8N2OS

C4H8N2OS in the gas phase in a non-equilibrium geometry (ωB97M-V/def2-TZVPD, the OMol25 dataset).

Each line ends with the Löwdin charge.
Geometry (Å):
S (2.708, -0.255, 0.148)  0.546
O (-1.763, 1.578, -0.275)  -0.176
N (-2.077, 0.809, -1.389)  0.001
N (0.594, 0.976, 1.035)  0.033
C (-1.467, -1.023, 0.290)  -0.186
C (0.058, -1.437, 0.397)  -0.193
C (-1.834, -0.390, -1.062)  -0.147
C (1.038, -0.229, 0.512)  -0.824
H (0.450, -2.083, -0.555)  0.157
H (-1.859, -2.012, 0.455)  0.088
H (-1.805, -0.688, 1.332)  0.141
H (-1.697, 2.624, -0.677)  0.222
H (1.382, 1.695, 0.656)  0.133
H (-1.827, -1.181, -1.777)  0.107
H (-0.314, 1.126, 0.726)  -0.011
H (0.051, -2.030, 1.326)  0.111

Results
gap between HOMO and LUMO: 8.60 eV
SMILES string: NC(=S)CC/C=N\O
E_HOMO: -8.285 eV
energy above the lowest of the compared OMol25 structures with the same formula, charge and spin: 89.97 kcal per mole


Entry 15:
# C4H8N2P

2 unconnected molecules or ions with the total composition C4H8N2P in a non-equilibrium geometry (ωB97M-V/def2-TZVPD, the OMol25 dataset).

Each line ends with the Löwdin charge.
Geometry (Å):
P (1.678, 0.616, 2.893)  0.899
N (-0.319, 0.398, 0.969)  0.043
N (1.596, -0.477, 0.308)  0.070
C (0.920, 0.018, 1.404)  -0.575
C (-2.797, 0.261, -2.676)  0.431
C (0.756, -0.399, -0.794)  -0.121
C (-0.456, 0.121, -0.384)  -0.021
H (-3.624, 0.068, -2.118)  0.007
H (1.224, -0.716, -1.695)  0.102
H (2.471, -0.951, 0.161)  0.160
H (1.510, -0.537, 3.600)  -0.114
H (-0.936, 0.695, 1.685)  0.133
H (3.056, 0.254, 2.533)  -0.053
H (-2.648, 1.251, -2.746)  0.001
H (-2.430, -0.601, -3.141)  0.038

Results
gap between HOMO and LUMO (spin up / spin down): 6.10 / 6.16 eV
E_HOMO (spin up / spin down): -12.763 / -12.766 eV
energy above the lowest of the compared OMol25 structures with the same formula, charge and spin: 132.05 kcal per mole
net charge: +1


Entry 16:
# C4H8N2S

C4H8N2S in the gas phase in a non-equilibrium geometry (ωB97M-V/def2-TZVPD, the OMol25 dataset).

Each line ends with the Löwdin charge.
Geometry (Å):
S (1.152, 2.229, -1.450)  0.675
N (0.372, -0.564, 0.991)  0.022
N (-1.798, -0.804, 1.931)  0.095
C (1.159, 1.371, -0.039)  -0.590
C (0.422, -0.499, -1.728)  -0.165
C (-0.945, -0.223, 0.995)  -0.256
C (0.969, -0.060, -0.351)  -0.576
H (-0.104, -1.466, -1.436)  0.083
H (-1.392, 0.612, 0.310)  0.159
H (-1.446, -1.449, 2.454)  0.000
H (-2.629, -0.224, 2.241)  0.130
H (1.480, -0.436, -2.237)  0.090
H (0.970, 1.657, 0.970)  0.057
H (2.147, -0.337, -0.277)  0.171
H (-0.357, 0.193, -2.375)  0.103

Results
gap between HOMO and LUMO: 8.09 eV
SMILES string: C[C@@H](C=S)/N=C/N
E_HOMO: -8.257 eV
energy above the lowest of the compared OMol25 structures with the same formula, charge and spin: 101.44 kcal per mole